Entry 1:
27
Properties=species:S:1:pos:R:3 method="wB97M-V/def2-TZVPD" e_homo_ev="-7.3 / -8.7" s2=8.86 multiplicity=6 de_lowest_kj_mol=391.20 homo_lumo_gap_ev="7.132 / 6.934" e_tot_ha=-2224.243829 max_force_ev_per_a=8.92
C -1.858 -1.060 -0.336
C 1.327 -0.053 -0.288
C -1.113 0.214 -0.736
H -2.142 -0.945 0.759
C 1.057 1.445 -0.437
H 2.391 -0.292 0.018
H -1.062 0.002 -1.860
H 1.931 2.105 -0.244
C -1.531 1.678 -0.895
H -2.012 2.076 0.029
H -2.200 1.937 -1.766
C -0.555 -1.965 -0.424
H -0.750 -2.896 -0.983
H -0.199 -2.270 0.589
C 0.708 -1.228 -1.083
H 0.557 -0.936 -2.136
H 1.490 -1.989 -1.144
C -0.046 2.106 -1.297
H 0.124 1.680 -2.324
H 0.041 3.207 -1.321
Mn 0.236 0.694 0.984
H -2.730 -1.424 -0.890
O 1.970 -1.697 3.220
Cl 1.299 -0.433 3.211
O 1.274 0.146 4.496
O 1.908 0.490 2.199
O -0.115 -0.592 2.657

***

Entry 2:
20
Properties=species:S:1:pos:R:3 method="wB97M-V/def2-TZVPD" smiles=CCCCNCO e_homo_ev=-9.2 multiplicity=1 de_lowest_kj_mol=139.34 homo_lumo_gap_ev=10.292 e_tot_ha=-328.265773 max_force_ev_per_a=2.79
C -0.022 0.349 -0.243
N 0.440 1.640 0.266
C 0.992 2.523 -0.732
O 2.143 3.218 -0.167
C -0.642 -0.478 0.899
C -1.362 -1.750 0.358
C -0.327 -2.685 -0.289
H 0.833 -0.209 -0.597
H -0.708 0.416 -1.099
H -0.271 2.076 0.838
H 1.425 1.939 -1.550
H 0.427 3.443 -0.917
H 2.454 2.777 0.608
H 0.161 -0.790 1.574
H -1.393 0.038 1.517
H -2.142 -1.342 -0.296
H -1.925 -2.270 1.139
H 0.645 -2.273 -0.566
H -0.735 -3.182 -1.170
H 0.008 -3.440 0.430

***

Entry 3:
17
Properties=species:S:1:pos:R:3 method="wB97M-V/def2-TZVPD" e_homo_ev="-7.5 / -7.5" multiplicity=1 de_lowest_kj_mol=493.68 homo_lumo_gap_ev="7.440 / 7.441" e_tot_ha=-339.139914 max_force_ev_per_a=3.09
C 1.664 -0.123 -0.001
C -0.592 -1.453 0.898
N -0.547 0.934 0.259
N 1.421 0.857 0.906
C -0.271 -0.470 -0.216
N -0.593 1.917 -0.757
N -0.685 -0.632 -1.448
H -1.217 1.047 1.017
H 1.533 1.789 0.509
H -1.502 2.369 -0.752
H -0.521 1.379 -1.634
H -0.779 -1.609 -1.705
H 2.074 -1.042 0.409
H 2.040 0.133 -0.991
H -1.665 -1.441 1.102
H -0.055 -1.197 1.812
H -0.305 -2.459 0.593

***

Entry 4:
13
Properties=species:S:1:pos:R:3 method="wB97M-V/def2-TZVPD" smiles=CC[C@H]1CO1 e_homo_ev=-9.9 multiplicity=1 de_lowest_kj_mol=243.33 homo_lumo_gap_ev=11.025 e_tot_ha=-232.352953 max_force_ev_per_a=3.00
C 0.255 -1.633 -0.470
C 0.225 -0.150 -0.844
C -0.542 0.640 0.173
C 0.078 1.310 1.302
O -0.619 2.039 0.129
H 0.787 -2.214 -1.228
H 0.759 -1.790 0.491
H -0.758 -2.045 -0.386
H -0.256 -0.003 -1.815
H 1.246 0.245 -0.904
H -1.563 0.307 0.356
H -0.454 1.291 2.256
H 0.841 2.003 0.939

***

Entry 5:
11
Properties=species:S:1:pos:R:3 method="wB97M-V/def2-TZVPD" smiles=Nc1ccoc1 e_homo_ev=-8.3 multiplicity=1 de_lowest_kj_mol=85.72 homo_lumo_gap_ev=9.350 e_tot_ha=-285.381937 max_force_ev_per_a=0.43
N 1.884 -0.131 -0.148
C 0.484 0.005 -0.072
C -0.079 1.200 0.240
O -1.430 1.111 0.285
C -1.743 -0.163 -0.030
C -0.626 -0.908 -0.243
H 2.330 -0.034 0.753
H 2.254 -0.902 -0.683
H 0.354 2.165 0.448
H -2.801 -0.376 -0.075
H -0.627 -1.967 -0.475

***

Entry 6:
50
Properties=species:S:1:pos:R:3 method="wB97M-V/def2-TZVPD" charge=-1 e_homo_ev=-6.1 multiplicity=1 de_lowest_kj_mol=0.00 homo_lumo_gap_ev=7.681 e_tot_ha=-5214.066303 max_force_ev_per_a=3.43
Cu 0.858 1.966 1.531
C -3.541 -0.702 -3.256
C -2.204 -0.059 -2.807
C -1.273 -0.933 -2.005
C -1.759 -1.228 -0.601
N -0.881 -2.164 0.156
C 0.521 -1.612 0.443
C 0.973 -2.353 1.677
C -0.279 -2.634 2.488
C -1.446 -2.506 1.528
C -0.604 -3.430 -0.628
H -3.996 -0.048 -3.993
H -4.132 -0.876 -2.351
H -3.445 -1.699 -3.699
H -2.450 0.863 -2.302
H -1.765 0.208 -3.770
H -0.307 -0.404 -1.983
H -0.952 -1.795 -2.599
H -2.631 -1.875 -0.782
H -2.087 -0.383 0.001
H 1.268 -1.726 -0.336
H 0.338 -0.570 0.670
H 1.401 -3.331 1.411
H 1.811 -1.902 2.207
H -0.294 -3.594 3.007
H -0.303 -1.921 3.315
H -2.072 -3.396 1.511
H -2.088 -1.662 1.784
H -0.629 -4.268 0.060
H 0.259 -3.334 -1.268
H -1.508 -3.560 -1.228
Cl -1.136 0.821 3.007
N 0.064 3.676 0.380
S -0.897 3.651 -0.889
O -0.399 2.988 -2.056
O -1.690 4.813 -1.092
F -1.910 2.540 -0.315
S 1.061 4.927 -0.059
O 0.532 6.196 0.315
O 1.747 4.849 -1.297
F 2.091 4.707 1.125
N 2.755 1.227 1.183
S 3.978 1.413 0.202
O 4.799 0.244 0.166
O 4.594 2.691 0.189
F 3.181 1.400 -1.173
S 3.582 1.110 2.665
O 4.826 1.762 2.808
O 3.474 -0.167 3.263
F 2.567 2.079 3.397